{"formula": "C36H54IN3O2RuSSi2Te", "method": "ωB97M-V with the def2-TZVPD basis set", "largest_force_ev_per_a": 0.4, "orbital_gap_ev": [5.5, 6.0], "s_squared": 8.767, "e_above_lowest_kj_mol": 44.3, "total_charge": -1, "multiplicity": 6, "mol_weight_g_mol": 1004.7, "species": ["Ru", "C", "Si", "C", "C", "C", "C", "C", "C", "N", "C", "S", "H", "H", "H", "H", "H", "H", "H", "H", "H", "H", "H", "H", "C", "N", "C", "C", "N", "H", "H", "H", "H", "H", "H", "C", "Si", "C", "C", "C", "C", "C", "C", "C", "C", "H", "H", "H", "H", "H", "H", "H", "H", "H", "H", "H", "H", "H", "H", "H", "H", "H", "H", "H", "H", "H", "I", "C", "C", "C", "C", "C", "C", "C", "O", "O", "H", "H", "H", "H", "C", "C", "C", "C", "C", "C", "Te", "C", "C", "C", "H", "H", "H", "H", "H", "H", "H", "H", "H", "H", "H"], "xyz": [[0.51819, 0.47683, -0.62198], [4.78161, -4.62685, -2.78913], [3.62343, -4.17854, -1.39747], [4.27108, -4.92262, 0.18882], [1.97300, -4.93293, -1.75013], [3.71867, -2.31704, -1.17503], [4.91328, -1.82056, -0.66146], [5.09991, -0.46292, -0.43523], [4.03485, 0.37740, -0.69686], [2.87688, -0.05964, -1.18225], [2.71490, -1.36923, -1.46221], [1.16362, -1.73460, -2.18864], [4.87441, -5.71515, -2.88490], [5.78179, -4.20897, -2.63209], [4.39587, -4.23171, -3.73480], [4.14858, -6.01072, 0.19301], [3.71483, -4.51123, 1.03727], [5.33208, -4.70294, 0.34427], [2.09059, -6.02274, -1.72247], [1.60475, -4.63400, -2.73357], [1.22285, -4.63743, -1.01329], [5.72452, -2.50696, -0.42597], [6.02892, -0.07079, -0.04276], [4.09522, 1.44196, -0.50227], [-4.79079, 1.55436, -1.36681], [-3.72213, 0.76714, -0.76937], [-3.68887, 0.63795, 0.69284], [-2.58107, 0.61387, -1.42769], [-1.54952, 0.43652, -1.92434], [-5.74867, 1.13888, -1.05445], [-4.72380, 1.49995, -2.45084], [-4.73397, 2.60127, -1.05782], [-4.44866, -0.07382, 1.01717], [-3.87478, 1.61397, 1.14737], [-2.70515, 0.29393, 1.00808], [2.45767, 3.26427, -1.96848], [0.94573, 2.97891, -0.82217], [1.51570, 3.82567, 0.84646], [2.08870, 5.24544, 0.71313], [0.39001, 3.86777, 1.88771], [2.65217, 2.95324, 1.40293], [-0.44221, 4.04030, -1.69454], [-0.62110, 3.43965, -3.09868], [-0.14321, 5.52974, -1.88978], [-1.77534, 3.91863, -0.94436], [3.32397, 3.64930, -1.41603], [2.23616, 3.98777, -2.76214], [2.75966, 2.33105, -2.45165], [1.31579, 5.99007, 0.53348], [2.82859, 5.32975, -0.08993], [2.59052, 5.53039, 1.65140], [-0.35626, 4.62849, 1.63729], [0.80271, 4.13783, 2.87310], [-0.12338, 2.90793, 1.99166], [3.54718, 3.02094, 0.77368], [2.38583, 1.89453, 1.48300], [2.93580, 3.31433, 2.40385], [0.27294, 3.58291, -3.71474], [-1.45477, 3.94332, -3.61304], [-0.83047, 2.37042, -3.07409], [0.82061, 5.70305, -2.38027], [-0.14468, 6.08126, -0.95110], [-0.92042, 5.98013, -2.52884], [-2.01436, 2.87689, -0.71300], [-2.59810, 4.33093, -1.55136], [-1.76339, 4.46325, 0.00266], [1.79988, -0.16136, 8.47040], [1.42804, -0.07608, 6.41662], [0.18181, 0.33505, 5.97111], [-0.05442, 0.39268, 4.60149], [0.93236, 0.03339, 3.69846], [2.17235, -0.37664, 4.16399], [2.43272, -0.43094, 5.53012], [0.66416, 0.10358, 2.20863], [1.52006, -0.39397, 1.43389], [-0.39036, 0.65273, 1.81946], [-0.59120, 0.60966, 6.67659], [-1.01041, 0.72617, 4.21684], [2.92660, -0.65799, 3.43928], [3.40033, -0.74915, 5.89467], [-6.83279, -3.69173, -1.25240], [-5.39368, -3.36894, -0.92692], [-4.42322, -3.31194, -1.91936], [-3.08572, -3.02723, -1.63602], [-2.07021, -2.99489, -2.75153], [-2.70905, -2.79036, -0.30887], [-0.71598, -2.25974, 0.20704], [-3.66985, -2.86122, 0.71452], [-3.29496, -2.64356, 2.16030], [-4.99445, -3.14247, 0.38627], [-7.01160, -3.65375, -2.32818], [-7.51778, -2.98869, -0.77256], [-7.10384, -4.69324, -0.90783], [-4.70907, -3.49342, -2.95264], [-2.54560, -3.17171, -3.71839], [-1.29302, -3.75211, -2.60271], [-1.56113, -2.02888, -2.78903], [-2.81502, -1.67222, 2.31461], [-2.57449, -3.39547, 2.49481], [-4.17559, -2.69951, 2.80269], [-5.73334, -3.18676, 1.18352]], "forces_ev_per_a": [[0.28, -0.08, -0.01], [0.20, -0.10, -0.25], [0.05, 0.12, 0.01], [0.11, -0.07, 0.26], [-0.29, -0.09, -0.07], [-0.04, 0.07, -0.03], [0.05, 0.03, 0.02], [0.00, -0.05, -0.02], [-0.14, -0.03, 0.02], [0.10, -0.10, 0.06], [-0.02, 0.10, 0.01], [0.12, 0.29, 0.14], [0.01, 0.11, -0.02], [-0.08, -0.05, -0.03], [0.07, -0.04, 0.05], [0.02, 0.08, 0.00], [0.05, -0.08, -0.02], [-0.08, -0.03, 0.02], [-0.04, 0.04, -0.02], [-0.01, -0.06, 0.07], [0.01, -0.03, -0.03], [-0.06, 0.04, -0.02], [-0.02, -0.01, -0.01], [-0.03, -0.06, -0.02], [0.09, -0.10, 0.06], [0.23, -0.07, -0.09], [-0.02, 0.08, -0.19], [-0.31, -0.06, 0.27], [-0.32, -0.02, -0.19], [-0.03, -0.01, 0.01], [0.02, -0.01, 0.00], [0.01, 0.04, 0.02], [-0.03, 0.00, -0.02], [0.02, 0.03, 0.04], [0.05, -0.01, -0.02], [0.14, 0.03, -0.15], [0.12, 0.20, 0.09], [0.03, 0.03, 0.07], [0.07, -0.04, 0.01], [-0.05, 0.03, 0.08], [0.05, -0.04, 0.08], [-0.13, -0.05, -0.06], [0.02, 0.02, -0.09], [0.00, 0.03, -0.07], [-0.06, -0.02, -0.01], [-0.08, -0.08, -0.07], [0.06, -0.04, 0.09], [-0.01, 0.08, 0.00], [-0.07, 0.02, -0.06], [-0.05, -0.03, 0.06], [-0.04, -0.03, -0.07], [0.03, -0.03, -0.02], [-0.04, -0.01, -0.07], [0.08, 0.06, -0.03], [-0.08, 0.02, 0.06], [0.00, 0.13, -0.03], [-0.01, -0.05, -0.08], [-0.06, 0.02, 0.06], [0.04, -0.05, 0.03], [-0.01, 0.03, 0.03], [-0.06, -0.04, 0.05], [0.01, 0.01, 0.08], [0.08, -0.03, 0.05], [0.05, 0.07, -0.02], [0.06, -0.02, 0.03], [0.03, 0.00, -0.03], [0.02, 0.00, 0.10], [0.00, 0.00, -0.03], [-0.04, 0.01, -0.19], [-0.13, 0.08, 0.24], [-0.02, 0.00, -0.27], [0.15, -0.10, 0.17], [-0.04, 0.00, -0.23], [0.03, -0.10, 0.14], [0.06, 0.13, -0.07], [-0.14, 0.13, -0.05], [0.01, 0.00, -0.02], [0.02, -0.02, 0.01], [-0.01, 0.02, 0.03], [-0.01, 0.01, -0.01], [0.06, 0.03, 0.00], [0.01, 0.00, -0.02], [0.06, 0.02, 0.00], [-0.01, -0.05, -0.06], [-0.07, 0.01, 0.09], [-0.05, 0.08, 0.06], [0.00, -0.41, 0.09], [-0.04, 0.02, -0.02], [-0.01, -0.01, -0.08], [0.05, 0.01, 0.02], [0.02, 0.01, 0.03], [0.03, -0.01, 0.00], [0.03, 0.02, 0.00], [0.01, 0.01, 0.04], [0.01, 0.00, 0.04], [-0.06, 0.04, 0.04], [-0.04, 0.01, 0.00], [-0.02, -0.02, -0.03], [-0.03, 0.00, -0.02], [0.01, 0.00, -0.01], [0.03, 0.00, -0.03]]}

***

{"formula": "C18H28AsF6IrN8O4", "method": "ωB97M-V with the def2-TZVPD basis set", "largest_force_ev_per_a": 1.2, "orbital_gap_ev": [6.7, 5.5], "s_squared": 0.754, "e_above_lowest_kj_mol": 93.5, "total_charge": 1, "multiplicity": 2, "mol_weight_g_mol": 801.6, "species": ["Ir", "C", "C", "N", "C", "C", "N", "C", "C", "N", "H", "H", "H", "H", "H", "H", "H", "H", "H", "H", "H", "H", "H", "H", "H", "C", "C", "C", "C", "C", "C", "O", "N", "C", "O", "N", "C", "O", "H", "H", "H", "H", "H", "H", "H", "H", "H", "H", "H", "N", "C", "O", "C", "C", "N", "C", "N", "H", "H", "F", "As", "F", "F", "F", "F", "F"], "xyz": [[-0.07345, -0.83419, -1.18903], [-1.07060, -3.09049, -2.66852], [-0.75006, -2.12032, -3.78861], [-0.00473, -0.91766, -3.23162], [-0.44284, 0.38894, -3.86796], [-1.24738, 1.23638, -2.85755], [-1.67964, 0.38241, -1.71709], [-2.90366, -0.38955, -2.11263], [-2.87814, -1.72776, -1.43130], [-1.49806, -2.28806, -1.49230], [-0.18006, -3.64036, -2.36765], [-1.84377, -3.80529, -2.95280], [-1.64998, -1.76164, -4.27892], [-0.11836, -2.57883, -4.54800], [0.98952, -1.06991, -3.40067], [-1.00717, 0.12865, -4.76120], [0.44076, 0.93926, -4.16883], [-2.11787, 1.70111, -3.32147], [-0.61082, 2.01580, -2.45822], [-1.89087, 0.94070, -0.88570], [-2.90519, -0.46275, -3.19855], [-3.78970, 0.17258, -1.81641], [-3.59296, -2.45127, -1.82363], [-3.08834, -1.58593, -0.36896], [-1.39603, -2.84826, -0.64085], [3.86340, 0.89067, 2.92160], [2.71057, 1.86888, 3.10195], [1.85415, 2.05694, 1.83894], [0.65230, 2.99799, 2.16635], [-0.22309, 3.41294, 0.99256], [2.68618, 2.74571, 0.77811], [3.47060, 3.62494, 0.98875], [2.43924, 2.34195, -0.54568], [1.61961, 1.32460, -0.86671], [1.33298, 1.05943, -2.06323], [1.07456, 0.50808, 0.03275], [1.26566, 0.71517, 1.41716], [0.95228, -0.10879, 2.22500], [4.51413, 0.90755, 3.79440], [4.48259, 1.15492, 2.06071], [3.51177, -0.13406, 2.79639], [3.09445, 2.85316, 3.36949], [2.04639, 1.54281, 3.90190], [1.08514, 3.87993, 2.64152], [0.04829, 2.48130, 2.91356], [0.33558, 3.96355, 0.23205], [-1.01733, 4.06667, 1.34869], [-0.71294, 2.54944, 0.53617], [2.90066, 2.85440, -1.28583], [0.12004, -2.73451, 2.70842], [0.52401, -2.50897, 1.47852], [-0.33535, -2.03700, 0.64138], [1.86078, -2.80309, 1.04190], [2.87514, -3.29052, 1.88898], [3.65141, -3.72140, 2.62137], [1.97277, -2.43882, -0.27522], [1.75573, -2.02818, -1.35296], [0.75718, -3.09708, 3.40004], [-0.74991, -2.29969, 2.99724], [-1.90511, 0.14649, 0.80851], [-3.04488, 0.16832, 2.18271], [-4.10120, 1.05344, 1.11845], [-3.68927, -1.32776, 1.53420], [-4.17568, 0.16963, 3.45424], [-1.89562, -0.77173, 3.08965], [-2.29785, 1.62910, 2.71441]], "forces_ev_per_a": [[0.42, -1.01, 0.52], [-0.11, 0.21, -0.05], [0.16, -0.01, 0.05], [-0.07, 0.20, -0.20], [-0.19, -0.12, 0.12], [0.21, -0.01, -0.02], [-0.05, 0.25, 0.22], [-0.08, 0.03, 0.08], [0.08, 0.04, 0.31], [0.33, -0.42, -0.37], [0.01, 0.01, 0.02], [-0.02, 0.04, -0.06], [-0.03, 0.00, 0.04], [-0.05, -0.04, -0.01], [0.02, 0.17, 0.01], [-0.09, 0.10, 0.03], [0.02, -0.04, 0.00], [-0.04, -0.08, 0.01], [-0.03, 0.06, -0.04], [-0.16, -0.01, -0.03], [-0.02, -0.04, -0.01], [0.02, 0.01, 0.02], [0.01, 0.08, -0.17], [-0.03, -0.08, -0.06], [0.16, -0.01, -0.03], [0.04, -0.01, -0.01], [-0.05, 0.00, -0.03], [0.05, 0.07, 0.06], [0.06, -0.06, 0.08], [-0.04, 0.03, 0.00], [-0.02, -0.02, -0.03], [-0.02, 0.04, 0.00], [0.03, 0.03, 0.08], [0.02, -0.19, -0.15], [0.25, -0.17, -0.08], [-0.17, 0.33, -0.01], [0.01, -0.03, -0.17], [-0.12, 0.06, 0.07], [-0.01, -0.02, 0.01], [0.01, 0.02, 0.00], [-0.01, 0.00, -0.01], [-0.02, 0.01, 0.00], [0.03, -0.02, 0.01], [0.00, 0.01, -0.02], [0.00, 0.02, -0.01], [-0.01, -0.01, 0.00], [-0.02, -0.01, 0.01], [0.00, -0.02, -0.01], [-0.02, -0.02, -0.01], [-0.04, -0.26, -0.16], [0.37, 0.02, 0.27], [-0.59, 0.71, -0.21], [-0.23, -0.01, -0.12], [0.15, -0.02, 0.06], [0.00, 0.05, 0.02], [-0.03, 0.12, 0.07], [-0.07, -0.26, -0.19], [0.01, -0.01, -0.01], [0.01, 0.06, 0.04], [0.21, 0.16, 0.04], [-0.38, 0.07, 0.02], [0.07, -0.06, 0.07], [0.05, 0.07, 0.04], [0.07, -0.01, -0.04], [-0.07, 0.07, 0.03], [-0.02, -0.12, -0.06]]}

***

{"formula": "C19H21FeN2O4S", "method": "ωB97M-V with the def2-TZVPD basis set", "largest_force_ev_per_a": 0.1, "orbital_gap_ev": 6.2, "e_above_lowest_kj_mol": 0.2, "total_charge": -1, "mol_weight_g_mol": 429.3, "species": ["Fe", "O", "N", "O", "C", "C", "C", "C", "C", "C", "H", "H", "H", "H", "H", "O", "S", "C", "C", "C", "C", "C", "C", "C", "C", "C", "C", "C", "C", "H", "H", "H", "H", "H", "H", "H", "H", "H", "H", "N", "H", "H", "H", "C", "O", "H", "H", "H"], "xyz": [[0.75893, 0.25927, 1.58645], [2.40108, 0.67285, 0.40495], [2.67934, 1.71358, 1.05710], [1.86926, 1.88126, 1.99968], [3.36151, -2.50729, 4.58908], [2.69271, -1.38536, 5.05772], [1.95634, -0.59372, 4.17984], [1.82662, -0.86574, 2.80603], [2.54529, -1.99702, 2.37588], [3.28818, -2.80146, 3.23160], [3.93926, -3.13123, 5.26223], [2.75412, -1.11823, 6.10907], [1.48841, 0.30211, 4.58930], [2.53048, -2.25457, 1.32060], [3.81947, -3.66365, 2.83830], [-0.45445, 1.43236, 0.24976], [-1.48959, 0.62985, -0.49748], [-0.68962, -0.17570, -1.88472], [-1.41048, -1.07727, -2.65087], [-0.79050, -1.70533, -3.72069], [0.54185, -1.43600, -4.00521], [1.25367, -0.54292, -3.21563], [0.64052, 0.09647, -2.14707], [-2.22293, 1.94556, -1.51712], [-1.54995, 3.14037, -1.72202], [-2.13365, 4.12562, -2.50488], [-3.38439, 3.91984, -3.07418], [-4.05877, 2.72711, -2.85340], [-3.47891, 1.74036, -2.06760], [-2.44226, -1.30082, -2.40534], [-1.34335, -2.41569, -4.32288], [1.02923, -1.93592, -4.83314], [2.29977, -0.35062, -3.41780], [1.19303, 0.76012, -1.49490], [-0.58384, 3.28003, -1.25399], [-1.61144, 5.06000, -2.66973], [-3.83696, 4.69290, -3.68276], [-5.03907, 2.56825, -3.28550], [-4.00528, 0.81113, -1.87830], [-0.79574, 0.32811, 2.91503], [-0.52147, 0.06848, 3.85475], [-1.33611, -0.43013, 2.49961], [-1.34182, 1.18076, 2.93669], [-0.05910, -2.35307, 0.23953], [-0.43252, -1.12022, 0.74084], [-0.90232, -2.85073, -0.27230], [0.28354, -3.03583, 1.03113], [0.76190, -2.28789, -0.49770]], "forces_ev_per_a": [[-0.10, -0.04, -0.05], [-0.02, 0.00, -0.02], [0.00, -0.02, -0.02], [0.05, 0.06, 0.02], [0.00, 0.00, 0.00], [0.00, 0.01, 0.00], [0.00, 0.00, 0.01], [0.03, -0.01, 0.00], [0.00, 0.00, 0.01], [0.00, 0.00, 0.00], [0.00, 0.00, 0.00], [0.00, 0.00, 0.00], [0.00, 0.00, 0.00], [0.00, 0.00, 0.00], [0.00, 0.00, 0.00], [0.01, 0.02, -0.02], [-0.02, -0.02, 0.04], [0.01, 0.02, 0.01], [0.00, 0.00, 0.00], [0.00, 0.00, 0.00], [0.00, 0.00, 0.00], [0.01, 0.00, 0.00], [0.00, -0.01, 0.00], [0.02, 0.01, 0.00], [0.00, 0.01, 0.00], [0.00, 0.00, 0.00], [0.00, 0.00, 0.00], [0.00, 0.00, 0.00], [0.00, 0.00, 0.00], [0.00, 0.00, 0.00], [0.00, 0.00, 0.00], [0.00, 0.00, 0.00], [0.00, 0.00, 0.00], [0.01, 0.01, 0.03], [0.00, 0.00, 0.00], [0.00, 0.00, 0.00], [0.00, 0.00, 0.00], [0.00, 0.00, 0.00], [0.00, 0.00, 0.00], [-0.02, -0.03, 0.03], [0.00, 0.00, 0.00], [0.01, 0.00, -0.01], [0.01, 0.00, -0.01], [0.03, -0.02, 0.01], [-0.01, 0.02, -0.02], [0.00, 0.00, 0.00], [-0.01, 0.00, 0.00], [0.01, 0.00, 0.00]]}

***

{"formula": "C2H4N4Te4Tl", "method": "ωB97M-V with the def2-TZVPD basis set", "largest_force_ev_per_a": 2.9, "orbital_gap_ev": 5.2, "e_above_lowest_kj_mol": 113.4, "total_charge": -1, "mol_weight_g_mol": 798.9, "species": ["Tl", "Te", "Te", "Te", "Te", "N", "C", "N", "N", "C", "N", "H", "H", "H", "H"], "xyz": [[1.47135, -2.36669, 1.92768], [0.69775, -5.44529, 1.76458], [-1.79975, -4.33779, 1.86698], [-1.35245, -1.74289, 1.20828], [-0.55545, -0.74479, 3.61898], [-1.03165, 1.17291, -0.78622], [0.18035, 1.74391, -1.12072], [0.12975, 3.02191, -1.66712], [1.33785, 1.17781, -0.96312], [1.52455, -0.05139, -0.64982], [1.76885, -1.15359, -0.35092], [-1.84205, 1.48061, -1.30032], [-0.99815, 0.17441, -0.60792], [-0.57495, 3.61661, -1.25112], [1.04395, 3.45421, -1.68922]], "forces_ev_per_a": [[1.35, -0.44, 0.70], [-0.49, -0.18, -0.01], [0.14, -0.37, -0.12], [-0.85, 0.06, 0.33], [-0.43, 0.37, -0.02], [1.16, 0.43, -0.63], [-0.74, -0.36, 0.11], [0.03, -0.53, 0.58], [-0.27, 2.49, -0.81], [0.25, -2.71, 0.87], [-0.02, 1.30, -1.14], [0.02, 0.04, 0.07], [-0.10, 0.05, 0.18], [0.03, -0.06, -0.11], [-0.09, -0.08, -0.01]]}

***

| no. | calculated total energy (hartree) |
| --- | --- |
| 1 | -3356.76858 |
| 2 | -4380.92314 |
| 3 | -2808.91551 |
| 4 | -1542.32516 |